Record 1
DFT (ωB97M-V with the def2-TZVPD basis set) results for C18H37F9I2NO9PS2 as an isolated structure in a non-equilibrium geometry.

```
79
Properties=species:S:1:pos:R:3:lowdin_charge:R:1
C -0.261 5.262 0.370 -0.197
C 1.018 5.271 -0.424 -0.858
I 1.130 6.963 -1.647 0.861
C 1.973 4.325 -0.348 -0.745
I 3.692 4.432 -1.539 0.955
C 1.872 3.091 0.580 -0.471
O 3.031 2.265 0.604 -0.236
C 2.945 1.061 -0.111 -0.338
C 2.215 -0.071 0.596 -0.160
O 0.861 -0.116 0.179 -0.116
C 0.220 -1.297 0.642 -0.309
C 0.477 -2.420 -0.384 -0.082
C 0.086 -2.001 -1.780 -0.218
O 0.898 -1.517 -2.556 0.046
C -1.285 -1.104 0.878 -0.095
C -1.684 0.319 1.276 -0.038
C -2.302 1.116 0.140 -0.423
F -1.747 0.793 -1.072 0.114
F -2.101 2.458 0.328 0.083
C -3.845 0.869 0.004 -0.371
F -3.991 -0.381 -0.521 0.095
F -4.419 0.865 1.234 0.105
S -4.839 2.108 -1.072 0.791
F -3.532 2.471 -1.893 -0.121
F -4.504 3.233 -0.004 -0.126
F -6.175 1.741 -0.289 -0.128
F -5.192 1.003 -2.168 -0.136
F -5.644 3.173 -1.915 -0.106
S 4.687 0.470 -0.375 0.672
C 4.693 0.037 -2.097 -0.113
O 5.596 1.576 -0.177 -0.331
O 4.906 -0.713 0.431 -0.320
P 1.649 3.491 2.387 0.774
N 2.180 2.458 3.432 -0.281
H -0.514 4.264 0.713 0.022
H -0.166 5.921 1.238 0.085
H -1.081 5.660 -0.226 0.057
H 1.009 2.496 0.259 0.120
H 2.494 1.212 -1.096 0.138
H 2.299 0.034 1.683 0.138
H 2.707 -1.009 0.335 0.109
H 0.664 -1.633 1.584 0.155
H -0.048 -3.328 -0.080 0.114
H 1.544 -2.653 -0.424 0.120
H -0.965 -2.131 -2.079 0.106
H -1.859 -1.467 0.027 0.112
H -1.556 -1.771 1.696 0.098
H -0.789 0.887 1.544 0.129
H -2.328 0.338 2.150 0.122
H 5.280 0.769 -2.647 0.077
H 5.092 -0.969 -2.191 0.066
H 3.669 0.043 -2.473 0.065
H 0.266 3.689 2.503 -0.003
H 2.176 4.791 2.502 0.019
H 2.701 1.704 3.005 -0.051
C -4.270 -2.568 -3.558 -0.142
O -3.282 -1.924 -2.762 -0.135
H -3.804 -3.440 -4.011 0.079
H -5.119 -2.900 -2.954 0.078
H -4.632 -1.914 -4.355 0.079
H -3.683 -1.149 -2.364 0.033
C -1.501 -4.490 3.418 -0.143
O -1.676 -4.179 2.038 -0.135
H -1.972 -3.687 3.979 0.070
H -1.981 -5.436 3.680 0.078
H -0.443 -4.539 3.690 0.079
H -1.273 -4.881 1.521 0.073
C 8.188 -2.022 -2.366 -0.154
O 7.763 -1.738 -3.699 -0.131
H 7.842 -1.204 -1.740 0.072
H 7.747 -2.955 -2.007 0.078
H 9.277 -2.083 -2.303 0.076
H 8.061 -2.451 -4.267 0.068
C -4.940 -2.715 2.963 -0.139
O -3.805 -1.856 3.006 -0.130
H -4.707 -3.585 3.573 0.075
H -5.829 -2.228 3.372 0.079
H -5.148 -3.051 1.944 0.081
H -4.011 -1.087 2.471 0.037
```

## Properties
Largest force on an atom (eV/Å): 1.47
Molar mass (u): 931.4
Charge: 0
Orbital gap (eV): 8.8

Record 2
DFT (ωB97M-V with the def2-TZVPD basis set) results for a 3-piece molecular cluster, C18H37FN3O8P2 overall in a non-equilibrium geometry.

```
69
Properties=species:S:1:pos:R:3:lowdin_charge:R:1
N -4.965 -0.598 -1.649 0.165
C -4.075 -1.528 -1.099 -0.347
N -3.097 -1.163 -0.219 0.116
C -3.367 0.151 0.438 -0.171
C -2.853 0.185 1.885 -0.116
C -3.387 -0.979 2.717 -0.237
C -4.725 -1.348 2.597 -0.057
C -5.204 -2.429 3.329 -0.090
C -4.354 -3.114 4.181 -0.090
C -3.031 -2.725 4.315 -0.076
C -2.540 -1.649 3.586 -0.047
N -4.201 -2.782 -1.433 0.133
C -3.332 -3.890 -0.987 -0.117
C -3.576 -4.379 0.462 -0.124
C -2.216 -4.477 1.153 -0.201
F -1.644 -3.229 1.301 -0.047
H -4.502 -0.220 -2.476 0.137
H -5.797 -1.060 -2.007 0.111
H -2.230 -1.010 -0.742 0.146
H -4.424 0.381 0.490 0.099
H -2.882 0.971 -0.097 0.129
H -3.227 1.119 2.312 0.130
H -1.764 0.195 1.940 0.109
H -5.374 -0.797 1.927 0.107
H -6.243 -2.707 3.203 0.107
H -4.717 -3.960 4.751 0.107
H -2.383 -3.283 4.979 0.111
H -1.503 -1.356 3.694 0.118
H -4.949 -3.031 -2.063 0.166
H -3.516 -4.710 -1.676 0.131
H -2.295 -3.575 -1.088 0.119
H -3.943 -5.406 0.406 0.120
H -4.289 -3.771 1.017 0.101
H -1.561 -5.031 0.470 0.122
H -2.270 -5.027 2.091 0.123
C 3.913 -0.618 -2.856 -0.079
O 2.668 -0.670 -2.123 -0.239
P 1.632 0.588 -2.334 0.541
O 2.248 1.671 -1.525 -0.235
O 0.438 -0.194 -1.561 -0.267
C 0.699 -0.928 -0.368 -0.104
O 0.497 1.386 -3.224 -0.223
C 0.652 1.380 -4.663 -0.098
H 4.427 -1.563 -2.704 0.092
H 3.734 -0.483 -3.921 0.083
H 4.535 0.194 -2.478 0.091
H 1.426 -0.434 0.275 0.098
H 1.048 -1.929 -0.621 0.089
H -0.239 -1.025 0.180 0.057
H 0.621 0.362 -5.054 0.085
H 1.593 1.855 -4.948 0.090
H -0.170 1.945 -5.092 0.088
C 3.761 3.977 -1.017 -0.110
O 5.176 4.247 -0.878 -0.242
P 5.665 4.881 0.560 0.506
O 5.227 6.297 0.471 -0.248
O 7.227 4.658 0.242 -0.246
C 7.764 4.966 -1.039 -0.111
O 5.954 4.678 2.172 -0.219
C 5.141 3.721 2.876 -0.114
H 3.607 3.459 -1.953 0.060
H 3.409 3.344 -0.208 0.065
H 3.204 4.915 -1.027 0.091
H 7.318 5.870 -1.453 0.090
H 7.610 4.128 -1.719 0.079
H 8.835 5.120 -0.922 0.088
H 5.272 2.718 2.461 0.083
H 4.087 4.004 2.829 0.084
H 5.457 3.711 3.916 0.086
```

## Properties
Largest force on an atom (eV/Å): 6.48
Molar mass (u): 504.5
Charge: +1
Orbital gap (eV): 7.3

Record 3
DFT (ωB97M-V with the def2-TZVPD basis set) results for C18H37IrO2P3 as an isolated structure in a non-equilibrium geometry.

```
61
Properties=species:S:1:pos:R:3:lowdin_charge:R:1
Ir -0.039 0.012 -0.230 0.723
P 1.335 -0.806 1.335 0.644
P 1.205 2.109 -0.383 0.853
P -1.101 -2.167 -0.547 0.853
H -0.843 1.968 -8.715 0.140
C -1.794 1.442 -8.592 0.187
C -2.905 2.044 -8.155 0.207
H -2.938 3.116 -7.953 0.138
C 2.765 -1.702 0.628 -0.215
C 2.157 0.366 2.491 -0.213
C 0.645 -1.960 2.590 -0.188
C 0.465 3.229 -1.617 -0.195
C 1.373 3.213 1.070 -0.171
C 2.889 1.737 -1.014 -0.198
C -2.429 -2.096 -1.796 -0.191
C -1.948 -3.042 0.819 -0.181
C 0.134 -3.344 -1.220 -0.201
H -1.799 0.373 -8.847 0.133
H -3.837 1.487 -8.042 0.133
H 3.404 -2.028 1.462 0.086
H 3.342 -1.043 -0.032 0.047
H 2.438 -2.576 0.053 0.037
H 2.760 -0.215 3.203 0.091
H 1.398 0.915 3.064 0.065
H 2.817 1.079 1.982 0.044
H 1.142 -2.936 2.522 0.083
H -0.434 -2.104 2.487 0.013
H 0.826 -1.548 3.593 0.080
H 0.901 4.233 -1.543 0.098
H -0.613 3.284 -1.422 0.071
H 0.617 2.840 -2.631 0.057
H 2.380 3.657 1.107 0.103
H 1.186 2.677 2.007 0.035
H 0.633 4.021 0.986 0.084
H 3.385 2.669 -1.326 0.096
H 2.798 1.075 -1.884 0.049
H 3.500 1.236 -0.252 0.051
H -3.076 -2.981 -1.723 0.091
H -2.002 -2.033 -2.803 0.063
H -3.020 -1.193 -1.602 0.066
H -2.780 -3.625 0.401 0.090
H -2.359 -2.312 1.526 0.068
H -1.259 -3.722 1.335 0.073
H -0.387 -4.125 -1.793 0.092
H 0.706 -3.805 -0.406 0.061
H 0.814 -2.803 -1.888 0.046
C -1.131 0.656 -3.088 -0.360
C 0.026 0.194 -3.771 0.015
C 0.001 0.023 -5.147 0.000
C -1.165 0.326 -5.853 -0.006
C -2.294 0.863 -5.210 -0.024
C -2.287 1.035 -3.838 0.071
O -1.226 0.738 -1.787 -0.233
H 1.074 -0.586 -1.329 -0.040
H 0.906 -0.063 -3.184 0.084
H 0.888 -0.338 -5.671 0.146
H -1.175 0.181 -6.933 0.089
H -3.151 1.163 -5.819 0.112
H -3.142 1.416 -3.288 0.155
O -1.954 0.928 1.968 0.195
C -1.223 0.583 1.138 -0.299
```

## Properties
Energy relative to the best compared isomer or geometry (same formula, charge and spin) (kJ/mol): 45.0
Largest force on an atom (eV/Å): 5.97
Molar mass (u): 570.6
Multiplicity: 6
Charge: +4
Orbital gap (alpha / beta) (eV): 5.5 / 5.0